Here is 13 unconnected molecules or ions with the total composition CH27O13 in a non-equilibrium geometry from the OMol25 dataset. Energies are from ωB97M-V/def2-TZVPD.

Results
Electronic energy ... -28090.6819 eV
HOMO energy ... -5.907 eV
Kohn-Sham gap ... 7.94 eV
Relative energy (zero: lowest compared OMol25 entry of this formula, charge and spin) ... 118.37 kcal/mol
Multiplicity ... 1
Total charge ... -1

Element x y z (Å)
C  0.1894  -0.0054  0.0945
O  1.2204  -1.0374  -0.0395
H  -0.2176  -0.0604  1.0695
H  -0.5556  -0.2784  -0.6605
H  0.6494  0.9776  -0.4605
O  3.3924  -0.6974  1.6315
H  3.1004  -1.3894  2.1575
H  2.8034  -0.7914  0.9085
O  -1.7386  2.8636  0.8735
H  -1.0836  3.0946  1.4945
H  -2.0486  1.9056  0.6115
O  2.4364  -3.5824  0.0105
H  1.9334  -2.8774  0.6485
H  2.1264  -3.5574  -1.0025
O  0.6674  -2.6694  -2.0535
H  0.9054  -1.8424  -1.4865
H  1.2384  -2.8114  -2.8555
O  0.8914  3.7226  -0.6585
H  1.3534  3.4056  -1.4465
H  0.5214  2.9646  -0.4505
O  -3.2286  0.2726  0.3295
H  -4.0246  0.6556  0.5455
H  -3.2976  -0.7354  0.0915
O  -1.7096  -0.3834  3.4445
H  -2.5416  -0.6634  3.1035
H  -1.1586  -0.6184  2.7895
O  -2.2986  1.6446  -2.3585
H  -2.6476  1.3166  -1.6235
H  -1.5766  1.1746  -2.7205
O  -0.2866  2.0876  3.0605
H  -0.8956  1.1826  3.0395
H  -0.3526  2.7426  3.6805
O  2.8544  0.3576  -1.5995
H  2.5034  1.1916  -1.7935
H  2.1044  0.0306  -0.9415
O  -0.5206  -2.4164  1.6985
H  -0.9656  -3.0874  1.2025
H  -0.1036  -1.7804  1.0885
O  0.0924  0.2076  -3.7345
H  0.1414  -0.1034  -4.6875
H  0.1274  -0.4104  -2.9995

Forces on atoms 1 to 3 (eV/Å):
C 3.08 -0.39 -4.25
O -1.60 1.31 0.09
H -0.35 1.42 0.97

Here are the Löwdin charges for atoms 1 to 4, given in e: -0.166 -0.462 0.027 0.055